Here is a molecular structure, C32H33BN10SSiY from the Open Molecules 2025 dataset. Energies are from ωB97M-V/def2-TZVPD.

Last column: Mulliken charge in e.
Geometry (Å):
1 Y -0.1481 0.6642 0.6686  0.44
2 C -4.2428 2.8994 0.8069  -1.27
3 C -3.3180 2.0506 0.2038  -0.26
4 N -2.2241 1.9300 0.9575  0.21
5 N -2.4291 2.6931 2.0565  -0.18
6 C -3.6330 3.2790 1.9872  -0.24
7 B -1.4562 2.7101 3.2642  0.15
8 N -0.0799 3.2533 2.8247  -0.45
9 C 0.5997 4.3021 3.3087  -0.17
10 C 1.8007 4.3993 2.6307  -1.27
11 C 1.7727 3.3347 1.7319  -0.76
12 N 0.6351 2.6503 1.8521  1.58
13 N -1.2984 1.2612 3.7737  -0.05
14 C -1.6044 0.7752 4.9854  -0.20
15 C -1.4021 -0.5914 4.9750  -1.26
16 C -0.9756 -0.8656 3.6767  -0.27
17 N -0.9050 0.2556 2.9584  0.20
18 H -5.2161 3.1854 0.4501  0.46
19 H -3.3942 1.5118 -0.7267  0.47
20 H -3.9757 3.9158 2.7853  0.48
21 H -1.9031 3.4054 4.1291  -0.14
22 H 0.1830 4.9055 4.0976  0.45
23 H 2.5774 5.1295 2.7719  0.46
24 H 2.5104 3.0306 1.0050  0.48
25 H -1.9516 1.4335 5.7641  0.49
26 H -1.5607 -1.2857 5.7806  0.47
27 H -0.7242 -1.8114 3.2243  0.44
28 C 3.3076 -0.9115 3.6063  -1.10
29 C 4.1559 -1.6060 2.7645  -0.61
30 C 3.9286 -1.5622 1.3964  -1.05
31 C 2.8495 -0.8399 0.9212  0.02
32 N 2.0078 -0.1868 1.7397  0.87
33 C 2.2455 -0.2160 3.0480  -0.16
34 C 2.5913 -0.6640 -0.5319  1.43
35 C 3.1096 -1.4887 -1.5195  -0.94
36 C 2.8322 -1.1865 -2.8419  -0.99
37 C 2.0881 -0.0577 -3.1539  -1.01
38 C 1.6103 0.7188 -2.1108  1.15
39 N 1.8368 0.3930 -0.8369  0.23
40 C 0.8296 1.9697 -2.2970  0.30
41 C 0.8706 2.7034 -3.4706  -0.79
42 C 0.1571 3.8901 -3.5424  -0.71
43 C -0.5610 4.3113 -2.4379  -0.96
44 C -0.5505 3.5173 -1.3017  -0.34
45 N 0.1184 2.3682 -1.2308  0.79
46 H 3.4551 -0.9019 4.6765  0.46
47 H 4.9945 -2.1626 3.1608  0.46
48 H 4.5999 -2.0641 0.7142  0.43
49 H 1.5544 0.3348 3.6733  0.35
50 H 3.6851 -2.3679 -1.2695  0.38
51 H 3.1984 -1.8287 -3.6318  0.46
52 H 1.8692 0.1923 -4.1819  0.43
53 H 1.4661 2.3696 -4.3082  0.43
54 H 0.1756 4.4835 -4.4467  0.47
55 H -1.1179 5.2372 -2.4472  0.47
56 H -1.1011 3.8038 -0.4143  0.28
57 C -1.7503 -5.2117 -0.6845  -1.04
58 Si -0.7748 -4.4024 -2.0499  0.14
59 C -1.2261 -5.2084 -3.6777  -1.15
60 C 1.0727 -4.5778 -1.7996  -0.78
61 C -1.2039 -2.5614 -2.2104  0.17
62 C -1.7322 -2.0611 -3.3893  0.11
63 C -2.0317 -0.7041 -3.5393  -1.57
64 C -1.7690 0.1270 -2.4810  -0.10
65 N -1.2631 -0.3130 -1.3200  0.32
66 C -0.9980 -1.6295 -1.1660  0.16
67 S -0.3656 -2.0680 0.3975  -0.46
68 H -1.5457 -6.2850 -0.6704  0.36
69 H -2.8225 -5.0802 -0.8448  0.34
70 H -1.4984 -4.8010 0.2924  0.31
71 H -0.9850 -6.2727 -3.6311  0.33
72 H -0.6758 -4.7859 -4.5214  0.32
73 H -2.2942 -5.1284 -3.8922  0.33
74 H 1.3497 -5.6318 -1.7254  0.47
75 H 1.3915 -4.0712 -0.8878  0.14
76 H 1.6124 -4.1507 -2.6487  0.22
77 H -1.9213 -2.7314 -4.2195  0.44
78 H -2.4564 -0.3157 -4.4540  0.45
79 H -1.9559 1.1942 -2.5458  0.48

Computed properties:
**Total charge**: +1
**Electronic energy**: -69058.31549 eV
**Relative energy (zero: lowest compared OMol25 entry of this formula, charge and spin)**: 0.0 kcal/mol
**Frontier orbital gap**: 7.0 eV
**Max |F|**: 0.1 eV/Å